ORCA calculation (ωB97M-V with the def2-TZVPD basis set) on an isolated ion of composition C5H11NO2 and charge -2 in a non-equilibrium geometry.

## Properties
SMILES string   [O-]CCCCNC[O-]
Relative energy (zero: lowest compared OMol25 entry of this formula, charge and spin)   1.5 kcal/mol
HOMO energy   0.1 eV
LUMO energy   6.904 eV
E_tot   -10945.17733 eV
Gap between HOMO and LUMO   6.838 eV

ORCA input file:
```
! RIJCOSX wB97M-V def2-TZVPD def2/J DEFGRID3
* xyz -2 1
C 0.180 -0.455 -0.724
N 0.844 0.116 -1.861
C 1.876 -0.667 -2.570
O 2.030 -0.306 -3.851
C -0.293 0.516 0.356
C -1.051 -0.155 1.502
C -1.327 0.817 2.693
O -2.147 0.368 3.660
H 0.857 -1.176 -0.246
H -0.693 -1.082 -1.010
H 0.300 0.669 -2.504
H 2.820 -0.522 -1.980
H 1.564 -1.745 -2.452
H -0.995 1.228 -0.113
H 0.494 1.148 0.765
H -0.481 -1.006 1.893
H -2.010 -0.557 1.164
H -0.285 1.040 3.070
H -1.682 1.769 2.208
*
```